# 1
Computed, not measured: a molecular structure, C33H20N9O9SeW, with ωB97M-V/def2-TZVPD.

Summary:
LUMO energy (spin up / spin down) in eV: 0.52 / 0.53
Spin multiplicity: 3
HOMO energy (spin up / spin down) in eV: -4.04 / -5.57
Net charge: -1
Energy relative to the best compared isomer or geometry (same formula, charge and spin) in eV: 0.374
Expectation value of S²: 2.021
F_max in hartree/bohr: 0.01049

Geometry (Å):
W1 0.040935 0.261704 0.445184
C1 -1.797916 1.532003 4.251150
C2 -1.363613 0.797119 3.030680
N1 -0.423525 1.225157 2.198809
N2 0.226804 2.403686 2.518253
C3 1.223149 2.550666 1.708869
O1 1.476465 1.664973 0.787960
C4 2.096292 3.741257 1.775769
C5 2.091368 4.563756 2.898706
C6 2.906604 5.682177 2.938450
C7 3.723861 5.988684 1.857078
C8 3.724483 5.173099 0.735079
C9 2.914346 4.047947 0.693548
C10 -1.856584 -0.487269 2.682040
C11 -2.766984 -1.227736 3.450847
C12 -3.023508 -2.527868 3.108889
C13 -2.360391 -3.087524 2.008907
C14 -1.509456 -2.308925 1.269374
N3 -1.285212 -1.013960 1.565147
H1 -1.354154 2.521786 4.269064
H2 -1.485455 0.982096 5.142673
H3 -2.885260 1.628732 4.262619
H4 1.445670 4.312318 3.729070
H5 2.904638 6.319110 3.813766
H6 4.356528 6.866874 1.888501
H7 4.350165 5.415430 -0.114235
H8 2.895192 3.410882 -0.180811
H9 -3.205305 -0.775060 4.327645
H10 -3.706759 -3.123545 3.699579
H11 -2.507388 -4.120766 1.728660
H12 -0.965995 -2.700550 0.421392
O2 -1.457710 4.815503 -3.590533
C15 -1.189142 3.910336 -2.850703
C16 0.041044 2.998006 -2.937508
O3 0.939744 3.076361 -3.745794
C17 -0.127483 2.072992 -1.826715
C18 -1.257147 2.332377 -1.086025
O4 -1.488391 1.600268 -0.042649
C19 -2.018255 3.459552 -1.636523
O5 -3.047261 3.959722 -1.253655
O6 0.641116 1.085460 -1.444194
N4 1.309203 -0.830863 1.908583
C20 1.477834 -1.138611 3.023415
N5 1.682855 -1.539460 4.222866
C21 0.722948 -1.363653 5.117736
N6 -0.074516 -1.250096 5.951352
O7 0.133603 -1.112731 -3.443779
C22 -0.923327 -1.935898 -3.591162
C23 -0.918431 -2.749228 -4.725446
C24 -1.963071 -3.619976 -4.969677
C25 -3.044372 -3.690478 -4.096406
C26 -3.054145 -2.876939 -2.978219
C27 -2.003653 -2.006832 -2.700166
C28 -2.077733 -1.214204 -1.426008
O8 -3.120175 -1.020698 -0.843777
O9 -0.885303 -0.834589 -1.016520
H13 0.067376 -0.625727 -2.599142
H14 -0.077072 -2.671387 -5.402102
H15 -1.938126 -4.244327 -5.854893
H16 -3.867689 -4.364677 -4.291926
H17 -3.881231 -2.890904 -2.279743
Se1 3.223123 -0.081522 -1.081058
N7 3.891173 -1.413228 -2.014451
C29 3.030937 -2.414770 -1.958382
C30 3.166528 -3.653027 -2.649275
C31 2.167063 -4.553934 -2.511529
C32 1.050247 -4.252272 -1.664880
N8 0.879459 -3.150246 -1.002316
C33 1.847021 -2.196545 -1.166401
N9 1.766545 -0.999090 -0.617134
H18 4.037557 -3.826283 -3.266611
H19 2.191474 -5.506966 -3.021400
H20 0.268406 -4.997701 -1.549886

Atoms 1-6, force components in eV/Å:
W -0.5 0.0 -0.1
C 0.0 0.0 0.0
C 0.0 0.0 0.0
N -0.1 0.2 0.3
N 0.1 0.0 -0.1
C -0.1 0.1 0.2



# 2
Computed, not measured: a molecular structure, C33H21BrF4N3O4PSeW, with ωB97M-V/def2-TZVPD.

Summary:
LUMO energy (spin up / spin down) in eV: -6.74 / -6.96
Spin multiplicity: 3
HOMO energy (spin up / spin down) in eV: -14.01 / -13.70
Net charge: +2
Expectation value of S²: 2.014
F_max in hartree/bohr: 0.01399

Geometry (Å):
W1 -0.047789 0.032682 -0.310961
O1 -1.453827 -0.777625 7.388744
C1 -2.089649 -1.686867 7.035436
O2 -2.751561 -2.549306 6.623229
C2 -0.721641 -1.413747 4.326598
C3 0.118892 -0.341524 4.201215
C4 0.347448 0.088961 2.899347
N1 -0.220787 -0.507245 1.843704
C5 -1.000883 -1.581399 2.037089
C6 -1.301600 -2.093709 3.292640
C7 -1.562893 -2.186292 0.779754
O3 -2.347778 -3.082372 0.780183
O4 -1.122101 -1.579871 -0.339846
H1 0.575930 0.158493 5.045655
H2 0.989338 0.937889 2.694156
H3 -1.952657 -2.953015 3.397158
F1 6.070864 0.533331 -3.889288
C8 4.787058 0.422436 -3.643077
C9 3.886888 0.218626 -4.680278
F2 4.320824 0.135930 -5.918150
C10 2.528278 0.104434 -4.405076
F3 1.696649 -0.082014 -5.419993
C11 2.032146 0.179851 -3.111999
P1 0.231194 0.128893 -2.754569
C12 -0.375381 -1.406934 -3.473379
C13 -1.743777 -1.534628 -3.711082
C14 -2.253307 -2.742384 -4.155693
C15 -1.407026 -3.827296 -4.346369
C16 -0.048642 -3.706762 -4.092661
C17 0.470366 -2.499175 -3.652008
C18 -0.408756 1.529326 -3.698478
C19 -0.953412 1.392800 -4.972840
C20 -1.377331 2.519860 -5.661010
C21 -1.242838 3.778887 -5.093007
C22 -0.681087 3.920625 -3.831038
C23 -0.269193 2.797614 -3.134124
C24 2.964561 0.379072 -2.109641
Br1 2.387631 0.500739 -0.256749
C25 4.317127 0.505211 -2.335437
F4 5.162738 0.698939 -1.333268
H4 -2.408466 -0.690951 -3.562860
H5 -3.311872 -2.837829 -4.357226
H6 -1.808512 -4.768969 -4.696249
H7 0.609827 -4.551531 -4.243783
H8 1.533962 -2.414261 -3.463257
H9 -1.044709 0.416968 -5.430846
H10 -1.806047 2.413089 -6.648492
H11 -1.570747 4.654347 -5.637750
H12 -0.563073 4.903556 -3.394271
H13 0.190224 2.918076 -2.157311
C26 -4.214670 -0.156353 0.712403
N2 -3.470619 0.596664 1.720907
C27 -2.495176 1.483640 1.514303
Se1 -1.672163 1.849908 -0.177930
N3 -2.162468 2.041600 2.684010
C28 -2.925757 1.485273 3.704473
C29 -2.939913 1.686433 5.079473
C30 -3.829663 0.911990 5.797533
C31 -4.670244 -0.024736 5.175966
C32 -4.659237 -0.218750 3.808959
C33 -3.762267 0.559810 3.085155
H14 -3.715628 -0.059369 -0.246771
H15 -5.224534 0.243961 0.643855
H16 -4.250009 -1.205621 0.996589
H17 -1.479652 2.776354 2.776873
H18 -2.297879 2.410428 5.563294
H19 -3.890161 1.036113 6.871116
H20 -5.347976 -0.604929 5.787174
H21 -5.313085 -0.937047 3.333277

Atoms 1-6, force components in eV/Å:
W -0.6 -0.3 -0.1
O -0.2 -0.5 0.0
C -0.2 0.3 -0.3
O 0.4 0.3 0.3
C 0.1 0.0 0.0
C 0.0 0.0 0.0



# 3
Computed, not measured: a molecular structure, C33H21F6IN4O13S2TeW, with ωB97M-V/def2-TZVPD.

Summary:
LUMO energy (spin up / spin down) in eV: -1.23 / -1.31
Spin multiplicity: 3
HOMO energy (spin up / spin down) in eV: -5.91 / -8.41
Energy relative to the best compared isomer or geometry (same formula, charge and spin) in eV: 4.502
Expectation value of S²: 2.024
F_max in hartree/bohr: 0.10971

Geometry (Å):
W1 0.318771 0.366134 0.215915
O1 3.610060 -4.403980 2.478390
C1 2.788133 -3.446356 1.997944
C2 1.737518 -2.912187 2.744194
C3 0.945838 -1.931600 2.170458
N1 1.125086 -1.542747 0.853626
C4 2.232929 -1.988671 0.170025
C5 3.065111 -2.941114 0.703504
C6 2.377135 -1.263696 -1.130795
O2 3.271374 -1.433660 -1.923944
O3 1.373290 -0.385773 -1.304820
C7 -0.117795 -1.126860 2.785007
O4 -0.593675 -1.267275 3.890854
O5 -0.508321 -0.179015 1.894985
H1 3.341752 -4.667056 3.367372
H2 1.529759 -3.234227 3.753253
H3 3.919080 -3.317679 0.163498
F1 0.090273 -0.424492 -5.378597
C8 0.478309 -0.273499 -4.120960
F2 0.294574 -1.438785 -3.494462
F3 1.760687 0.041953 -4.112885
S1 -0.518830 1.098147 -3.293987
O6 -0.733433 0.639690 -1.918141
O7 -1.694648 1.225627 -4.070960
N2 0.412938 2.351443 -3.358607
S2 1.173390 2.918004 -2.119091
O8 1.054577 2.026018 -0.956333
O9 0.913841 4.284777 -1.858770
C9 2.983009 2.789144 -2.604524
F4 3.487104 1.714502 -2.013856
F5 3.674270 3.847669 -2.207180
F6 3.103484 2.671809 -3.916222
I1 -5.161401 0.875233 2.653256
C10 -3.593607 1.785238 1.598657
C11 -3.497592 3.172991 1.519739
C12 -2.488217 3.667583 0.686746
C13 -1.610944 2.810505 0.074173
N3 -1.629135 1.449601 0.239551
C14 -2.694173 0.973481 0.957861
H4 -4.169033 3.830300 2.046518
H5 -2.379481 4.728139 0.527506
H6 -0.859314 3.200667 -0.602420
H7 -2.790636 -0.107562 1.027080
Te1 -1.033107 -1.771445 -0.733848
C15 -2.073360 -3.082183 0.700096
C16 -3.426757 -2.897346 0.981069
C17 -4.064716 -3.681250 1.927136
C18 -3.357427 -4.654880 2.611607
C19 -2.016327 -4.853917 2.327402
C20 -1.372297 -4.077678 1.377149
C21 -2.604370 -2.252454 -2.221772
C22 -3.652365 -1.397676 -2.537997
C23 -4.570028 -1.750105 -3.514725
C24 -4.443871 -2.953706 -4.186404
C25 -3.388897 -3.803123 -3.888206
C26 -2.468521 -3.453873 -2.915839
H8 -3.984442 -2.144919 0.436618
H9 -5.113122 -3.523299 2.129670
H10 -3.847157 -5.262842 3.358593
H11 -1.471778 -5.623989 2.850485
H12 -0.329119 -4.252013 1.140850
H13 -3.741579 -0.450203 -2.023402
H14 -5.379297 -1.078587 -3.754331
H15 -5.161736 -3.230590 -4.943947
H16 -3.277342 -4.734906 -4.422838
H17 -1.633034 -4.101184 -2.673440
O10 2.136254 0.670369 0.910404
C27 1.858101 1.850008 1.392728
O11 0.588153 2.069127 1.481439
C28 2.903535 2.782364 1.665893
C29 4.249118 2.361408 1.511589
C30 5.270372 3.263757 1.695100
C31 4.998998 4.584247 2.021195
C32 3.668382 4.991838 2.176284
C33 2.620493 4.110980 2.006575
N4 3.395805 6.357469 2.526810
O12 4.342922 7.068757 2.804343
O13 2.233110 6.718331 2.536235
H18 4.442983 1.329691 1.256311
H19 6.293679 2.942632 1.584291
H20 5.787504 5.305738 2.151712
H21 1.599185 4.443032 2.121607

Atoms 1-6, force components in eV/Å:
W 1.7 -0.7 1.5
O -0.1 0.1 -0.1
C 0.0 0.3 -0.4
C -0.2 0.3 -0.4
C 0.9 0.0 -2.1
N 1.6 -0.5 1.4



The following DFT total energy values (in eV) correspond, in order, to the records above: -133559.4840 -204580.5701 -122330.4626.